No. 1
Here is C4H4ClN2O2 as an isolated structure in a non-equilibrium geometry from the OMol25 dataset. Energies are from ωB97M-V/def2-TZVPD.

XYZ file:
```
13
Properties=species:S:1:pos:R:3:forces:R:3
C -0.921153 1.052696 1.780552 -1.18 -4.56 1.30
C -1.550834 2.097000 1.225297 0.40 1.63 0.24
C -0.331402 1.287418 -0.612152 -1.54 2.89 -0.20
C 0.464223 -0.884170 0.221381 -1.32 0.43 0.42
N -0.996644 2.420165 -0.002874 1.65 -2.16 -1.59
N -0.503301 0.235521 0.131167 0.25 -1.02 5.10
O -0.925099 0.374440 2.819079 0.83 1.23 -2.04
O 0.183448 1.389833 -1.706821 1.12 0.07 -1.54
Cl -1.790008 3.520439 2.221555 -0.37 0.43 0.49
H 0.630485 -1.212116 1.362128 -0.25 1.01 -2.55
H -0.058561 -1.706379 -0.318986 0.92 0.08 0.41
H 1.340139 -0.515228 -0.346304 0.08 -0.83 0.57
H -1.241493 3.177515 -0.573228 -0.58 0.79 -0.61
```
Positions in Å, forces in eV/Å.

Summary:
Gap between HOMO and LUMO: 6.6 eV
Net charge: -1

***

No. 2
Here is C7H11N3 as an isolated structure in a non-equilibrium geometry from the OMol25 dataset. Energies are from ωB97M-V/def2-TZVPD.

XYZ file:
```
21
Properties=species:S:1:pos:R:3:forces:R:3
C 0.664305 0.498966 0.118902 0.24 -1.84 0.17
C -0.352901 1.284958 -0.641278 -1.41 -1.61 -0.26
C -0.227829 -0.706183 -0.287367 -0.71 -0.49 2.37
C -1.375990 0.347805 -0.647928 5.66 0.81 -0.17
C -0.687058 -1.699850 0.850531 -0.03 -0.32 -0.05
C -2.813184 0.292225 -0.863104 2.22 -2.12 -3.22
C 3.194612 0.925143 -0.255345 2.11 -0.87 0.08
N 0.716069 -1.293840 -1.344695 -3.45 -1.06 0.55
N 1.841022 -0.892977 -1.152674 3.78 -1.32 -3.08
N 2.101898 -0.018911 -0.252799 -3.95 2.64 2.76
H 0.601062 0.805120 1.137925 0.40 -0.15 0.94
H -0.156187 2.245589 -0.946959 -0.52 2.48 -0.74
H 0.105586 -2.351488 1.301114 -0.51 0.48 -0.75
H -1.585370 -2.332883 0.593089 1.11 0.49 -0.18
H -1.052652 -1.082869 1.688806 0.17 0.03 -0.29
H -2.946009 -0.464090 -1.723348 -0.50 1.47 1.12
H -3.148695 1.257231 -0.965846 -1.06 2.22 -1.24
H -3.288287 -0.022532 -0.030694 -1.55 -1.70 2.79
H 3.021751 1.531556 0.681391 0.31 -0.25 -1.39
H 4.280247 0.385233 -0.078447 -2.81 1.23 -0.73
H 3.163780 1.485251 -1.237951 0.48 -0.13 1.32
```
Positions in Å, forces in eV/Å.

Summary:
Gap between HOMO and LUMO: 9.1 eV
Net charge: 0

***

Calculated total energy (eV)
-23810.505, -11902.247
E_HOMO (eV)
-2.97, -8.23
Energy above the lowest of the compared OMol25 structures with the same formula, charge and spin (kJ/mol)
124.0, 428.5